1.
# C22H11Cl8N4O3ReS

A molecular structure, C22H11Cl8N4O3ReS (ωB97M-V with the def2-TZVPD basis set, the Open Molecules 2025 dataset).

The geometry in XYZ format:
```
50
C22H11Cl8N4O3ReS ωB97M-V with the def2-TZVPD basis set
Re -0.3174 -1.2190 -0.1174
N -1.7894 0.5253 3.4985
C -1.0543 0.2534 2.4157
S -0.5034 -1.4213 2.2252
N -0.7542 1.2100 1.5834
N 0.0387 0.7093 0.5669
C 1.1129 1.3458 0.2257
C 1.4324 2.7065 0.6707
C 0.4740 3.7127 0.5447
C 0.7786 5.0041 0.9355
C 2.0233 5.2915 1.4810
C 2.9706 4.2883 1.6309
C 2.6825 2.9985 1.2170
C 2.0703 0.5347 -0.5561
C 3.1813 1.0511 -1.1892
C 4.0724 0.1766 -1.8040
C 3.8247 -1.1819 -1.7654
C 2.6650 -1.6314 -1.1534
N 1.8079 -0.7967 -0.5647
H -1.9976 -0.1901 4.1714
H -2.0490 1.4788 3.6914
H -0.5024 3.4772 0.1430
H 0.0411 5.7872 0.8228
H 2.2537 6.3009 1.7953
H 3.9334 4.5099 2.0708
H 3.4202 2.2153 1.3463
H 3.3440 2.1195 -1.2014
H 4.9480 0.5618 -2.3088
H 4.4988 -1.8965 -2.2152
H 2.4044 -2.6817 -1.1432
O -0.6429 -0.5781 -3.2761
C -0.5335 -0.7990 -2.1840
Cl -2.6683 -3.5950 0.8158
C -3.3215 -2.1165 0.2193
C -2.4750 -1.0846 -0.2245
C -3.1272 0.0611 -0.7025
Cl -2.2170 1.3963 -1.3555
C -4.5130 0.2076 -0.7116
Cl -5.2490 1.6457 -1.2878
C -5.3114 -0.8323 -0.2462
Cl -7.0133 -0.6778 -0.2486
C -4.7116 -2.0020 0.2148
Cl -5.6978 -3.2852 0.7776
Cl 2.1095 -5.5619 -1.8425
C 0.4068 -5.0777 -1.7622
Cl -0.6543 -6.4711 -1.8337
Cl 0.0583 -3.9870 -3.1221
C 0.2149 -4.3857 -0.3888
O 0.3138 -5.0072 0.6224
O 0.0219 -3.0893 -0.4811
```

## Properties
multiplicity = 4
net charge = +1
<S²> = 3.7819
energy above the lowest of the compared OMol25 structures with the same formula, charge and spin = 10.72 kcal/mol

Mulliken population analysis, charges in e, atoms 1 to 5:
1. Re 1.302
2. N -0.407
3. C 0.717
4. S -0.496
5. N -0.957


2.
# C22H11F11MnN2O10S4

A molecular structure, C22H11F11MnN2O10S4 (ωB97M-V with the def2-TZVPD basis set, the Open Molecules 2025 dataset).

The geometry in XYZ format:
```
61
C22H11F11MnN2O10S4 ωB97M-V with the def2-TZVPD basis set
Mn -0.0703 -0.7679 1.8119
O -2.7497 4.0556 3.5055
C -2.3676 2.8201 3.1715
C -1.9102 1.8902 4.1101
C -1.5010 0.6699 3.6571
N -1.5331 0.3526 2.3602
C -1.9269 1.2520 1.4536
C -2.3790 2.4836 1.8151
C -1.5834 0.7870 0.0587
O -2.0806 1.2517 -0.9311
O -0.6950 -0.1921 0.1024
C -0.7129 -0.3488 4.4624
O -0.7283 -0.3709 5.6596
O -0.0279 -1.1374 3.6477
H -2.6361 4.2111 4.4492
H -1.8072 2.1165 5.1653
H -2.6738 3.2097 1.0693
F -3.4410 -2.4597 -3.8147
C -2.8943 -2.5649 -2.6168
C -1.7296 -3.2883 -2.4583
F -1.1559 -3.8539 -3.5217
C -1.1476 -3.3969 -1.2150
F -0.0180 -4.0818 -1.1079
C -1.7024 -2.7717 -0.1025
S -0.9491 -2.8666 1.4639
C -2.8899 -2.0597 -0.2949
F -3.4476 -1.4265 0.7297
C -3.4840 -1.9466 -1.5279
F -4.6051 -1.2555 -1.6856
F 4.9495 -1.1611 3.0948
C 3.6679 -1.4352 2.9003
F 3.4730 -2.7420 3.0458
F 2.9503 -0.8028 3.8407
S 3.0605 -0.8349 1.2421
O 1.6948 -1.4497 1.4101
O 3.9588 -1.4794 0.3320
N 3.3680 0.6983 1.5836
S 2.2526 1.6703 2.0605
O 2.5966 2.4443 3.2038
O 0.9190 1.0348 2.1134
C 2.0166 2.9751 0.7245
F 2.7437 2.7580 -0.3605
F 0.7238 3.0170 0.3762
F 2.3445 4.1593 1.2264
C 3.2755 -0.8137 -2.7349
S 1.8315 -0.9351 -1.6707
O 2.0609 0.1119 -0.5770
C 0.6953 -0.1782 -2.8158
C 0.1372 -0.9950 -3.7920
C -0.7591 -0.4484 -4.6971
C -1.0925 0.8996 -4.6117
C -0.5214 1.7028 -3.6341
C 0.3849 1.1647 -2.7315
H 3.3958 0.2204 -3.0540
H 3.1187 -1.4726 -3.5907
H 4.1275 -1.1437 -2.1449
H 0.4121 -2.0468 -3.8510
H -1.1994 -1.0729 -5.4652
H -1.8040 1.3228 -5.3110
H -0.7781 2.7526 -3.5719
H 0.8427 1.7690 -1.9573
```

## Properties
multiplicity = 4
<S²> = 4.2194
energy above the lowest of the compared OMol25 structures with the same formula, charge and spin = 9.53 kcal/mol

Mulliken population analysis, charges in e, atoms 1 to 5:
1. Mn 0.186
2. O -0.521
3. C 1.144
4. C -0.532
5. C 0.260


3.
# C22H12BrCl2F4N9O2PTl

A molecular structure, C22H12BrCl2F4N9O2PTl (ωB97M-V with the def2-TZVPD basis set, the Open Molecules 2025 dataset).

The geometry in XYZ format:
```
54
C22H12BrCl2F4N9O2PTl ωB97M-V with the def2-TZVPD basis set
Tl -1.8852 0.9902 0.0263
F -0.2674 -6.6013 0.3287
C -0.1860 -5.2847 0.2111
C 0.9407 -4.6220 0.6454
F 1.9490 -5.3030 1.1768
C 1.0183 -3.2505 0.5075
F 2.1622 -2.6902 0.9059
C -0.0225 -2.4953 -0.0300
P 0.1685 -0.6854 -0.1781
C 1.0872 -0.4535 -1.7056
C 2.4707 -0.6535 -1.7460
C 3.1417 -0.5210 -2.9496
C 2.4422 -0.1887 -4.1066
C 1.0709 0.0038 -4.0657
C 0.3888 -0.1341 -2.8646
C 1.1646 -0.1455 1.2103
C 1.9284 1.0116 1.0826
C 2.5617 1.5411 2.1964
C 2.4342 0.9202 3.4300
C 1.6634 -0.2260 3.5589
C 1.0179 -0.7531 2.4535
C -1.1359 -3.1982 -0.5076
Br -2.5383 -2.3768 -1.4346
C -1.2135 -4.5714 -0.3759
F -2.2620 -5.2545 -0.8237
H 3.0170 -0.9035 -0.8455
H 4.2135 -0.6687 -2.9850
H 2.9746 -0.0720 -5.0423
H 0.5256 0.2825 -4.9580
H -0.6794 0.0368 -2.8441
H 2.0185 1.5088 0.1243
H 3.1404 2.4500 2.1017
H 2.9182 1.3463 4.2991
H 1.5487 -0.6994 4.5251
H 0.3996 -1.6373 2.5654
N -0.3436 4.1652 -0.2486
C -0.2741 3.5557 0.9859
N 0.3127 4.0980 2.0288
N 0.1154 3.2044 3.0357
N -0.5433 2.1828 2.6262
N -0.8065 2.3764 1.3048
C -0.7412 3.5793 -1.4341
N -0.5353 4.1295 -2.6080
N -1.1053 3.2688 -3.4903
N -1.6226 2.2627 -2.8854
N -1.4082 2.4306 -1.5494
H 0.1336 5.0475 -0.3342
Cl -3.9832 2.1882 2.0542
C -4.4477 0.4852 1.8433
Cl -3.0719 -0.5778 2.3065
C -4.8008 0.2605 0.3734
O -5.9357 -0.0431 0.1103
O -3.8370 0.4270 -0.4966
H -5.2813 0.2574 2.4916
```

## Properties
energy above the lowest of the compared OMol25 structures with the same formula, charge and spin = 8.18 kcal/mol

Mulliken population analysis, charges in e, atoms 1 to 5:
1. Tl 1.489
2. F -0.279
3. C 0.530
4. C 0.260
5. F -0.279


4.
# C22H14F5N2O3V

A molecular structure, C22H14F5N2O3V (ωB97M-V with the def2-TZVPD basis set, the Open Molecules 2025 dataset).

The geometry in XYZ format:
```
47
C22H14F5N2O3V ωB97M-V with the def2-TZVPD basis set
V 0.6799 0.0557 0.1386
O 0.2339 0.0290 1.7132
C 0.2801 0.5746 2.8863
C -0.5130 0.1805 3.9695
C -0.4256 0.8740 5.1648
C 0.4500 1.9493 5.3101
C 1.2520 2.3447 4.2590
C 1.2023 1.6570 3.0357
C 2.1045 1.9282 1.9679
N 2.1405 1.3020 0.8375
C 3.1605 1.6306 -0.1346
C 2.4393 1.6741 -1.4841
N 1.6869 0.4485 -1.4993
C 1.6006 -0.3013 -2.5386
C 1.0128 -1.6062 -2.5137
C 0.7593 -2.3408 -3.6802
C 0.2970 -3.6389 -3.6012
C 0.1288 -4.2511 -2.3572
C 0.4098 -3.5738 -1.1840
C 0.8272 -2.2404 -1.2396
O 1.0366 -1.5198 -0.1711
H -1.1799 -0.6627 3.8503
H -1.0516 0.5797 5.9961
H 0.5016 2.4630 6.2570
H 1.9243 3.1839 4.3670
H 2.8538 2.7012 2.1563
H 3.9059 0.8224 -0.1522
H 3.6650 2.5760 0.0921
H 3.1296 1.7654 -2.3282
H 1.7416 2.5244 -1.5019
H 2.0327 0.0309 -3.4846
H 0.9078 -1.8730 -4.6413
H 0.0729 -4.1809 -4.5071
H -0.2279 -5.2687 -2.3080
H 0.2831 -4.0410 -0.2143
F -5.9618 -0.0107 -1.3324
C -4.6652 0.1642 -1.1944
C -4.0316 1.2485 -1.8150
F -4.7272 2.0644 -2.5801
C -2.6654 1.4539 -1.6334
F -2.0286 2.4700 -2.2088
C -1.9082 0.5729 -0.8480
O -0.6137 0.6967 -0.6545
C -2.5582 -0.5341 -0.2797
F -1.7438 -1.3861 0.3927
C -3.9184 -0.7474 -0.4345
F -4.5001 -1.7888 0.1279
```

## Properties
net charge = +2
energy above the lowest of the compared OMol25 structures with the same formula, charge and spin = 23.84 kcal/mol

Mulliken population analysis, charges in e, atoms 1 to 5:
1. V 0.944
2. O 0.053
3. C 0.441
4. C -0.732
5. C -0.633


5.
# C22H14HgN8O

A molecular structure, C22H14HgN8O (ωB97M-V with the def2-TZVPD basis set, the Open Molecules 2025 dataset).

The geometry in XYZ format:
```
46
C22H14HgN8O ωB97M-V with the def2-TZVPD basis set
Hg -1.4348 -0.4782 -0.7890
C -2.2617 -4.7746 -0.8158
C -1.0124 -5.4233 -0.7845
C 0.1266 -4.6801 -0.7781
C 0.0938 -3.2482 -0.8031
N -1.1379 -2.6550 -0.8436
C -2.2589 -3.4101 -0.8413
N 1.3023 -2.6651 -0.7869
C 1.6367 -1.3748 -0.7794
N 0.8638 -0.2676 -0.8308
C 1.6524 0.8474 -0.7759
N 1.3134 2.1581 -0.8534
C 0.1348 2.6402 -0.5931
C -0.1945 4.0233 -0.8694
C -1.4370 4.4733 -0.6106
C -2.4672 3.6462 0.0101
C -2.8849 2.2027 -0.5106
N -0.9119 1.8292 -0.1118
C 3.0393 0.4343 -0.7217
C 4.2343 1.1489 -0.6773
C 5.4143 0.4304 -0.6205
C 5.4118 -0.9739 -0.6010
C 4.2244 -1.6845 -0.6438
C 3.0390 -0.9648 -0.7087
H -3.1958 -5.3166 -0.8164
H -0.9525 -6.5049 -0.7630
H 1.1076 -5.1312 -0.7484
H -3.1870 -2.8539 -0.8584
H 0.5738 4.6581 -1.2888
H -1.6907 5.4971 -0.8630
H -3.3139 4.1485 0.4592
H -3.9416 1.9953 -0.6051
H 4.2249 2.2311 -0.6893
H 6.3606 0.9571 -0.5886
H 6.3555 -1.5036 -0.5519
H 4.2071 -2.7668 -0.6287
N -2.6920 0.2376 3.6623
C -2.4563 0.6336 2.3528
O -2.5060 -0.2655 1.4705
C -2.2220 1.9950 2.0848
C -2.0434 2.3861 0.6934
N -1.8716 1.5977 -1.3164
C -2.1778 2.9351 3.1299
N -2.1565 3.7112 3.9924
H -2.3959 0.8647 4.3931
H -2.5120 -0.7395 3.8197
```

## Properties
multiplicity = 2
calculated total energy = -1513.42818 hartree
net charge = -1
<S²> = 0.7941

Mulliken population analysis, charges in e, atoms 1 to 5:
1. Hg 1.181
2. C -0.751
3. C -0.262
4. C -0.720
5. C 0.472


6.
# C22H15AsBiO5

A molecular structure, C22H15AsBiO5 (ωB97M-V with the def2-TZVPD basis set, the Open Molecules 2025 dataset).

The geometry in XYZ format:
```
44
C22H15AsBiO5 ωB97M-V with the def2-TZVPD basis set
Bi 0.0046 0.2701 0.0215
O 0.0302 3.7316 -1.9872
C 0.0187 2.7267 -1.4412
C 1.6519 -0.8437 0.4767
O 2.6659 -1.3890 0.7474
C -1.6692 -0.8186 0.4604
O -2.6957 -1.3396 0.7305
C -0.0014 -0.8967 -1.7069
O -0.0010 -1.4915 -2.7224
O -0.1349 1.1553 1.8555
As -0.0854 0.5781 3.5134
C 0.9717 1.9572 4.3318
C 2.2943 2.1922 3.9339
C 3.0600 3.1714 4.5751
C 2.5113 3.9236 5.6101
C 1.1947 3.6998 6.0058
C 0.4249 2.7231 5.3696
C -1.9303 0.6189 4.0563
C -2.1996 0.2850 5.3915
C -3.5147 0.2828 5.8644
C -4.5615 0.6134 5.0088
C -4.2977 0.9473 3.6843
C -2.9863 0.9531 3.2048
C 0.6886 -1.2015 3.6648
C 2.0476 -1.4261 3.4871
C 2.5919 -2.6920 3.6960
C 1.7747 -3.7451 4.0944
C 0.4147 -3.5264 4.2857
C -0.1305 -2.2568 4.0754
H 2.7370 1.6189 3.1174
H 4.0930 3.3469 4.2576
H 3.1111 4.6885 6.1084
H 0.7593 4.2914 6.8172
H -0.6066 2.5603 5.6893
H -1.3820 0.0212 6.0661
H -3.7139 0.0186 6.9068
H -5.5902 0.6090 5.3812
H -5.1228 1.2076 3.0102
H -2.7906 1.2163 2.1636
H 2.7137 -0.6091 3.1883
H 3.6663 -2.8581 3.5499
H 2.2011 -4.7386 4.2612
H -0.2320 -4.3503 4.6080
H -1.2000 -2.1016 4.2380
```

## Properties
net charge = +3
energy above the lowest of the compared OMol25 structures with the same formula, charge and spin = 84.66 kcal/mol

Mulliken population analysis, charges in e, atoms 1 to 5:
1. Bi 1.983
2. O -0.091
3. C 0.085
4. C 0.298
5. O -0.050


> Which formula does entry 3 have?

C22H12BrCl2F4N9O2PTl


What did the second record say?
# C22H11F11MnN2O10S4

A molecular structure, C22H11F11MnN2O10S4 (ωB97M-V with the def2-TZVPD basis set, the Open Molecules 2025 dataset).

The geometry in XYZ format:
```
61
C22H11F11MnN2O10S4 ωB97M-V with the def2-TZVPD basis set
Mn -0.0703 -0.7679 1.8119
O -2.7497 4.0556 3.5055
C -2.3676 2.8201 3.1715
C -1.9102 1.8902 4.1101
C -1.5010 0.6699 3.6571
N -1.5331 0.3526 2.3602
C -1.9269 1.2520 1.4536
C -2.3790 2.4836 1.8151
C -1.5834 0.7870 0.0587
O -2.0806 1.2517 -0.9311
O -0.6950 -0.1921 0.1024
C -0.7129 -0.3488 4.4624
O -0.7283 -0.3709 5.6596
O -0.0279 -1.1374 3.6477
H -2.6361 4.2111 4.4492
H -1.8072 2.1165 5.1653
H -2.6738 3.2097 1.0693
F -3.4410 -2.4597 -3.8147
C -2.8943 -2.5649 -2.6168
C -1.7296 -3.2883 -2.4583
F -1.1559 -3.8539 -3.5217
C -1.1476 -3.3969 -1.2150
F -0.0180 -4.0818 -1.1079
C -1.7024 -2.7717 -0.1025
S -0.9491 -2.8666 1.4639
C -2.8899 -2.0597 -0.2949
F -3.4476 -1.4265 0.7297
C -3.4840 -1.9466 -1.5279
F -4.6051 -1.2555 -1.6856
F 4.9495 -1.1611 3.0948
C 3.6679 -1.4352 2.9003
F 3.4730 -2.7420 3.0458
F 2.9503 -0.8028 3.8407
S 3.0605 -0.8349 1.2421
O 1.6948 -1.4497 1.4101
O 3.9588 -1.4794 0.3320
N 3.3680 0.6983 1.5836
S 2.2526 1.6703 2.0605
O 2.5966 2.4443 3.2038
O 0.9190 1.0348 2.1134
C 2.0166 2.9751 0.7245
F 2.7437 2.7580 -0.3605
F 0.7238 3.0170 0.3762
F 2.3445 4.1593 1.2264
C 3.2755 -0.8137 -2.7349
S 1.8315 -0.9351 -1.6707
O 2.0609 0.1119 -0.5770
C 0.6953 -0.1782 -2.8158
C 0.1372 -0.9950 -3.7920
C -0.7591 -0.4484 -4.6971
C -1.0925 0.8996 -4.6117
C -0.5214 1.7028 -3.6341
C 0.3849 1.1647 -2.7315
H 3.3958 0.2204 -3.0540
H 3.1187 -1.4726 -3.5907
H 4.1275 -1.1437 -2.1449
H 0.4121 -2.0468 -3.8510
H -1.1994 -1.0729 -5.4652
H -1.8040 1.3228 -5.3110
H -0.7781 2.7526 -3.5719
H 0.8427 1.7690 -1.9573
```

## Properties
multiplicity = 4
<S²> = 4.2194
energy above the lowest of the compared OMol25 structures with the same formula, charge and spin = 9.53 kcal/mol

Mulliken population analysis, charges in e, atoms 1 to 5:
1. Mn 0.186
2. O -0.521
3. C 1.144
4. C -0.532
5. C 0.260